The following is a quantum chemistry calculation of a cluster of 4 separate species, CH10N2O3 in total, from the OMol25 dataset.

Cartesian coordinates (Å):
H 1.34242 2.80578 0.38554
N 0.78394 2.12023 -0.07629
C -0.42838 1.85228 0.29290
N -1.14812 0.99402 -0.52240
H -0.95938 2.31349 1.11210
H -1.88602 0.55082 -0.06920
H -0.80882 0.44053 -1.26488
O 0.52268 -1.40817 0.55918
H 1.22641 -1.16775 -0.09492
H 0.93979 -1.80703 1.33336
O 2.23801 -0.37719 -1.25207
H 2.05390 0.57207 -1.03452
H 1.77055 -0.49848 -2.13566
O -2.12114 -2.03594 1.11122
H -2.07598 -2.93533 0.67725
H -1.44987 -1.41933 0.97839

Forces on atoms 1 to 2 (eV/Å):
-0.326 0.509 0.863
-1.022 -0.988 -0.350

The calculation puts the energy above the lowest of the compared OMol25 structures with the same formula, charge and spin at 0.907 eV. For the frontier orbital gap, the calculation gives 10.314 eV. As for the spin multiplicity: 1. As for the net charge: 0.